Record 1
The following is a quantum chemistry calculation of the molecule C5H10N2O in a non-equilibrium geometry, from OMol25.

Its spin multiplicity is 1. The HOMO-LUMO gap comes out at 10.2 eV. The SMILES is [H]/N=C\[C@@](C)(CO)N=C. For the largest force on an atom, the calculation gives 0.055 Eh/bohr.

```
18
Properties=species:S:1:pos:R:3:forces:R:3
C 0.810631 -0.086232 -1.129899 -1.7 -0.3 1.2
C 0.498691 1.844201 0.724940 -0.3 2.1 1.8
C 0.015166 -1.233820 1.088374 -0.1 0.0 -0.3
C -0.310776 -0.091119 0.117246 0.7 -2.2 -1.0
C -1.612162 -0.419325 -0.602790 0.3 0.1 -0.1
O 2.157765 -0.115102 -0.764093 0.4 0.0 0.3
N -0.528713 1.108701 0.862436 1.5 1.0 -1.9
N -2.631862 0.306091 -0.690768 -0.5 0.3 -0.1
H 2.353206 -0.945578 -0.318066 0.0 0.0 0.0
H -2.528753 1.191481 -0.179701 0.2 -0.3 0.0
H 0.655966 0.793529 -1.759492 0.0 0.0 0.2
H 0.561445 -0.976831 -1.718397 0.0 0.1 0.0
H 0.371306 2.902960 0.927215 -0.1 0.2 0.6
H 1.559037 1.623379 0.591840 -0.4 -0.8 -0.9
H -1.619072 -1.367888 -1.143179 0.0 -0.1 0.1
H 0.910715 -1.001889 1.663884 0.1 0.0 0.0
H -0.815178 -1.361196 1.779830 0.0 0.0 0.1
H 0.152587 -2.171363 0.550618 0.1 -0.1 0.0
```
Forces are in eV/Å.

Atomic partial charges in e from the natural (NBO) method, atoms 1 to 5: atom 1 (C): -0.0708, atom 2 (C): -0.0312, atom 3 (C): -0.6249, atom 4 (C): -0.0200, atom 5 (C): 0.1262


Record 2
The following is a quantum chemistry calculation of the molecule C5H10N2O in a non-equilibrium geometry, from OMol25.

Its spin multiplicity is 1. The HOMO-LUMO gap comes out at 8.8 eV. The SMILES is CC1=C(C)N(O)[C@@H]1N. For the largest force on an atom, the calculation gives 0.026 Eh/bohr.

```
18
Properties=species:S:1:pos:R:3:forces:R:3
C 1.393546 -1.850496 0.156081 0.0 0.1 0.1
C -1.931460 -0.867409 -0.211741 0.0 -0.1 -0.1
C 0.652655 -0.565801 0.085493 -0.5 -0.1 -0.6
C -0.606010 -0.187168 -0.253708 0.5 -0.4 0.5
N -1.025957 2.207253 0.396528 0.5 -0.5 -0.3
C -0.288263 1.262136 -0.316333 1.3 -0.1 0.3
O 2.454464 0.911725 -0.311237 -0.4 -0.1 -0.2
N 1.195158 0.692652 0.352549 -0.7 0.9 0.1
H 2.913719 1.530866 0.269292 -0.2 -0.1 0.0
H -1.354094 1.903950 1.302182 -0.3 0.5 -0.3
H -1.377897 3.010567 -0.101349 0.0 -0.1 0.6
H 0.050117 1.642540 -1.277243 -0.1 0.0 0.0
H 1.900589 -1.950581 1.116935 0.0 0.0 0.0
H 2.153732 -1.889825 -0.625493 0.0 0.0 0.0
H 0.709161 -2.687988 0.028254 0.0 0.0 0.0
H -2.323509 -0.944306 0.807024 0.0 0.0 0.0
H -2.667762 -0.335013 -0.815376 0.0 0.0 0.0
H -1.848189 -1.883101 -0.601857 0.0 0.0 0.0
```
Forces are in eV/Å.

Atomic partial charges in e from the natural (NBO) method, atoms 1 to 5: atom 1 (C): -0.6598, atom 2 (C): -0.6454, atom 3 (C): 0.1636, atom 4 (C): -0.1211, atom 5 (N): -0.8504